Molecular formula: C24H18N4O3S2Zr
Method: DFT, ωB97M-V with the def2-TZVPD basis set

Values from the calculation:
Spin multiplicity: 1
Maximum force: 0.3 eV Å⁻¹
Energy: -60223.5677 eV
Gap between HOMO and LUMO: 6.10 eV
Total charge: +2

```
52
Properties=species:S:1:pos:R:3:forces:R:3
Zr 0.0255 -0.1093 -0.1581 0.14 -0.05 -0.03
N 0.3441 1.9930 0.7863 0.01 0.03 0.13
C 1.8048 2.0387 1.1570 -0.02 -0.01 0.10
C 2.6190 1.5025 -0.0180 -0.19 -0.02 0.03
O 3.6352 2.0141 -0.3888 0.07 -0.08 -0.01
N 1.9813 0.4104 -0.6076 -0.06 0.07 -0.12
C 2.4865 0.0002 -1.9273 -0.04 0.07 0.18
C 1.3165 -0.4986 -2.7685 0.32 0.01 -0.15
O 1.3532 -0.8369 -3.8920 -0.11 0.00 0.04
O 0.1352 -0.5404 -2.0009 -0.21 -0.19 0.01
H -0.2165 2.2214 1.6070 -0.01 -0.01 0.01
H 0.1695 2.7563 0.1312 0.00 -0.01 -0.03
H 2.1233 3.0459 1.4125 -0.01 0.02 -0.06
H 1.9538 1.3999 2.0302 0.02 0.03 0.01
H 2.9727 0.8368 -2.4318 0.00 -0.01 -0.02
H 3.2269 -0.7996 -1.8684 -0.01 -0.03 0.01
S 2.8798 -5.4213 3.8639 -0.04 0.00 -0.01
C 4.5592 -5.5181 3.6301 0.06 -0.02 0.00
C 5.0129 -4.5988 2.7297 -0.05 0.00 0.05
C 3.9678 -3.7974 2.2228 -0.02 0.03 -0.09
C 2.7374 -4.1257 2.7382 -0.01 -0.02 0.05
C 1.4467 -3.5209 2.4372 -0.01 0.00 0.00
C 1.3626 -2.4180 1.5754 0.01 0.00 -0.01
N 0.2147 -1.8109 1.2655 0.11 0.04 -0.10
C -0.9575 -2.2621 1.8011 -0.05 0.07 -0.04
C -0.9741 -3.3619 2.6590 -0.08 0.00 0.00
C -2.2359 -3.8112 3.1900 0.09 -0.02 0.00
C -3.3833 -3.1783 2.8795 -0.05 0.06 -0.04
C -3.3868 -2.0278 2.0118 0.01 -0.06 0.05
C -4.5519 -1.3252 1.6825 -0.05 -0.02 0.01
C -4.5151 -0.2125 0.8547 -0.02 -0.02 -0.01
C -3.2498 0.1491 0.3603 -0.02 -0.01 -0.01
N -2.1248 -0.4967 0.6521 0.02 0.14 0.02
C -2.1779 -1.5809 1.4763 0.10 0.02 0.01
C -5.7033 0.5549 0.5053 0.04 -0.01 -0.06
C -6.9789 0.3894 0.9795 -0.03 0.00 0.10
C -7.8940 1.3245 0.4453 0.04 -0.01 -0.06
C -7.3025 2.1784 -0.4378 -0.06 0.01 0.02
S -5.6432 1.8585 -0.6232 0.05 0.01 0.00
C 0.2448 -3.9790 2.9629 0.05 -0.06 0.03
H 5.1325 -6.2541 4.1713 0.00 0.01 0.00
H 6.0491 -4.5031 2.4446 0.00 0.00 0.00
H 4.1309 -3.0173 1.4919 0.03 -0.01 0.00
H 2.2548 -2.0083 1.1202 0.00 0.01 -0.01
H -2.2391 -4.6720 3.8456 -0.01 0.00 0.00
H -4.3277 -3.5218 3.2808 0.00 0.00 0.00
H -5.4959 -1.6682 2.0867 0.01 0.00 0.00
H -3.1606 1.0004 -0.3065 0.01 0.01 0.01
H -7.2657 -0.3634 1.7003 0.00 0.01 -0.01
H -8.9419 1.3624 0.6996 0.00 -0.01 0.00
H -7.7590 2.9814 -0.9941 0.00 -0.01 0.00
H 0.2406 -4.8366 3.6261 -0.02 0.01 0.00
```
Forces are in eV/Å.